i | {"formula": "C4H5N", "method": "ωB97M-V/def2-TZVPD", "gap_ev": 9.44, "elements": ["C", "H", "C", "H", "H", "H", "C", "C", "N", "H"], "positions_angstrom": [[-0.95074, 0.60081, -0.18778], [-1.55236, -1.41252, 0.30682], [-0.76903, -0.68267, 0.13460], [-1.85005, 1.18674, -0.33318], [1.11030, -0.71652, 1.22398], [0.44466, 2.18228, -0.55594], [1.38265, 0.38318, -0.29705], [0.72738, -0.88544, 0.19779], [0.33050, 1.19747, -0.36472], [1.12669, -1.85334, -0.12451]]}

***

ii | {"formula": "C4H5N", "method": "ωB97M-V/def2-TZVPD", "gap_ev": 10.84, "smiles": "C/C=C/C#N", "elements": ["C", "H", "H", "H", "H", "H", "C", "N", "C", "C"], "positions_angstrom": [[-1.50494, -0.03435, 0.00137], [-2.13614, 0.82130, -0.00050], [-1.77173, -0.41269, 1.09941], [-0.12656, 1.58503, -0.16054], [0.76814, -1.30627, -0.27970], [-1.89640, -0.94287, -0.59879], [-0.05738, 0.45046, -0.05917], [3.50394, 0.08997, 0.11527], [0.90620, -0.31606, 0.04135], [2.31486, 0.06547, -0.15870]]}

***

i is the most stable structure; the next one sits 0.116 eV above it.

***

i | {"formula": "C4H5N", "method": "ωB97M-V/def2-TZVPD", "gap_ev": 10.50, "smiles": "C=C(C)C#N", "elements": ["N", "C", "H", "H", "H", "H", "C", "H", "C", "C"], "positions_angstrom": [[1.70154, -2.16210, 0.30084], [0.34994, 1.16807, -0.76659], [-1.84282, 0.10455, 1.13700], [0.78186, 1.15912, -1.73130], [-1.09308, -1.43915, 1.57762], [1.05095, 1.70135, -0.14920], [-0.05315, -0.23281, -0.15072], [-0.86876, 1.47820, -0.84783], [1.00106, -1.22305, -0.05546], [-1.02754, -0.55417, 0.68564]]}

***

ii | {"formula": "C4H5N", "method": "ωB97M-V/def2-TZVPD", "gap_ev": 8.99, "smiles": "C=C=C1CN1", "elements": ["N", "H", "C", "H", "C", "C", "H", "H", "H", "C"], "positions_angstrom": [[1.02204, 0.07541, -1.15154], [-2.84872, 0.84691, 0.57508], [-1.79294, 0.69049, 0.61885], [1.48005, -1.65978, 0.18043], [1.42467, -0.57952, 0.13500], [0.13139, -0.07169, -0.13023], [0.80802, -0.57653, -1.90283], [2.13842, -0.02029, 0.71871], [-1.19884, 1.57455, 0.94252], [-1.16408, -0.27955, 0.01401]]}

***

i is the most stable structure; the next one sits 1.730 eV above it.

***

i | {"formula": "C4H5N", "method": "ωB97M-V/def2-TZVPD", "gap_ev": 10.52, "elements": ["C", "C", "H", "N", "H", "H", "H", "H", "C", "C"], "positions_angstrom": [[-1.16196, -0.66438, 1.06407], [-0.99439, 0.20497, 0.16594], [2.49710, -1.41878, -0.68881], [2.43353, -0.55684, -0.33677], [0.08411, 1.38152, -1.13396], [-1.67159, 1.54104, -1.40056], [-1.11754, -0.40955, 2.14401], [-1.59178, -1.64806, 1.00624], [2.34562, 0.55183, -0.01395], [-0.82309, 1.01825, -0.80622]]}

***

ii | {"formula": "C4H5N", "method": "ωB97M-V/def2-TZVPD", "gap_ev": 10.77, "smiles": "N#CC1CC1", "elements": ["H", "C", "N", "H", "H", "H", "C", "C", "H", "C"], "positions_angstrom": [[0.01189, 0.98858, -1.13045], [0.31819, -0.48164, 0.41353], [2.54198, 0.67730, 0.07006], [-0.42305, 1.55348, 0.50136], [-1.78952, -1.01329, 0.35841], [-1.08801, -1.05304, -1.31276], [-0.42509, 0.71042, -0.17646], [1.66656, -0.08637, 0.10036], [0.19390, -0.64080, 1.48204], [-1.00686, -0.65465, -0.30608]]}

***

ii is the most stable structure; the next one sits 1.271 eV above it.

***

i | {"formula": "C2H13NO4", "method": "ωB97M-V/def2-TZVPD", "multiplicity": 2, "gap_ev": [10.98, 6.24], "charge": 1, "s2": 0.755, "elements": ["H", "H", "H", "O", "O", "H", "H", "C", "H", "H", "H", "H", "N", "C", "H", "H", "H", "H", "O", "O"], "positions_angstrom": [[0.83465, 0.40821, 2.34651], [0.11634, 2.77725, 1.58742], [0.15935, -2.40438, -1.51026], [-2.04758, 1.30944, -0.67631], [1.60012, -0.18358, 2.41106], [-0.27490, -1.97362, 1.12334], [-1.50969, -1.86437, -0.11262], [0.99940, -0.54881, -1.57730], [0.43123, -0.97052, -3.39413], [-2.74464, 1.02332, -1.27934], [2.04772, -0.73848, -1.81578], [-1.34413, 1.56120, -1.29116], [0.43532, -1.67516, -0.84039], [-0.55086, -1.48971, 0.17498], [2.17567, 0.28995, 3.02495], [-0.60578, -0.43575, 0.42619], [-0.90105, 2.54093, 2.69443], [0.96757, 0.37079, -0.99895], [0.21101, -0.31405, -2.71706], [0.00024, 2.31735, 2.42441]]}

***

ii | {"formula": "C2H13NO4", "method": "ωB97M-V/def2-TZVPD", "multiplicity": 2, "gap_ev": [8.37, 5.01], "charge": 1, "s2": 0.762, "elements": ["H", "C", "O", "O", "O", "H", "O", "H", "H", "H", "H", "H", "C", "N", "H", "H", "H", "H", "H", "H"], "positions_angstrom": [[-2.16492, 3.69559, 3.00748], [0.45830, 0.79005, 0.74713], [2.25390, -3.36763, -1.44372], [1.02043, -0.61779, -4.02635], [-2.81644, 1.78839, -0.95757], [1.33896, -1.41235, 2.74185], [-2.27943, 2.88523, 3.31042], [-2.82902, 1.72254, -0.03104], [-3.36085, 1.12378, -1.15536], [0.20886, -1.04672, -3.84452], [2.75039, -2.83550, -2.01411], [1.23731, -2.26105, 1.31741], [0.79148, -1.39160, 1.79540], [1.16104, -0.26666, 1.06321], [0.98097, 1.37449, 0.04624], [0.96517, 0.23194, -3.79518], [-0.45422, 1.01400, 1.14906], [1.99928, -2.64454, -0.87781], [-0.27898, -1.68785, 1.97622], [-1.44663, 2.69597, 3.71983]]}

***

i is the most stable structure; the next one sits 3.165 eV above it.

***

i | {"formula": "C2H12O5", "method": "ωB97M-V/def2-TZVPD", "gap_ev": 10.08, "smiles": "C=CO.O.O.O.O", "elements": ["C", "H", "H", "H", "H", "O", "C", "H", "H", "O", "O", "H", "O", "H", "O", "H", "H", "H", "H"], "positions_angstrom": [[0.45266, -1.00153, 0.97494], [-0.83640, 1.66336, -1.16762], [0.67223, -1.24227, -0.09440], [0.45429, -2.31355, 2.31304], [1.24589, 1.38234, -0.14414], [-2.51104, -0.34367, 0.96354], [0.62377, 0.14846, 1.65728], [0.77383, -0.98327, -2.88803], [-1.49019, -0.44365, 1.03571], [-1.49340, 1.49829, -1.85151], [0.83288, -1.24986, -1.91916], [0.14773, -1.98501, -1.96552], [0.66775, -2.33920, 1.37114], [0.78334, 0.07800, 2.67773], [1.36326, 2.34407, -0.29501], [0.43739, 1.22547, 1.16998], [2.10982, 2.40770, -0.98222], [-1.59734, 0.53899, -1.61187], [-2.63648, 0.61531, 0.75612]]}

***

ii | {"formula": "C2H12O5", "method": "ωB97M-V/def2-TZVPD", "gap_ev": 9.49, "smiles": "C=CO.O.O.O.O", "elements": ["O", "O", "H", "H", "H", "H", "C", "O", "C", "O", "H", "O", "H", "H", "H", "H", "H", "H", "H"], "positions_angstrom": [[1.45096, 0.09051, 1.91369], [0.13436, -0.94491, -2.70040], [-1.24941, 1.90343, 1.42724], [-1.84162, 0.36451, -0.53653], [-2.81463, 0.02870, -1.72957], [-0.69152, -1.18867, -3.10214], [1.81843, -0.32085, 0.69751], [-0.75040, 2.43649, 2.13029], [2.47722, 0.53535, -0.09219], [-2.45769, 0.76748, -1.22819], [2.68134, 0.17980, -1.14564], [-1.76134, -1.41820, 0.34130], [1.48991, -1.34143, 0.67171], [-1.72395, -2.31634, -0.11414], [-0.00497, 0.01510, -2.60719], [0.11386, 1.90924, 2.27757], [-1.13288, -1.58526, 0.95954], [2.64164, 1.54519, 0.21844], [1.62071, -0.66015, 2.61870]]}

***

ii is the most stable structure; the next one sits 0.603 eV above it.

***

i | {"formula": "C5H13N", "method": "ωB97M-V/def2-TZVPD", "gap_ev": 9.07, "smiles": "C=CN.CCC", "elements": ["H", "C", "H", "N", "H", "H", "H", "H", "C", "C", "C", "H", "C", "H", "H", "H", "H", "H", "H"], "positions_angstrom": [[-0.90102, 3.03312, 0.14156], [0.10541, 1.41903, -0.94904], [0.21920, -0.96177, 2.31271], [-0.94590, 2.26893, -0.53205], [-0.91497, -1.93846, -1.15964], [-0.23570, 0.55403, -1.54704], [-1.83385, -2.28685, 0.43841], [-1.84792, 1.92976, -0.72540], [1.37815, 1.69253, -0.60401], [0.19202, -0.67596, 1.32972], [0.37989, -1.98211, 0.57547], [-0.76601, -0.35721, 1.19513], [-0.90645, -2.34644, -0.07254], [0.69833, -2.84143, 1.23784], [1.77736, 2.54395, -0.07117], [2.27086, 1.16989, -0.87676], [-1.03347, -3.38974, -0.05567], [1.02790, 0.03338, 1.22032], [1.26650, -2.01346, -0.06360]]}

***

ii | {"formula": "C5H13N", "method": "ωB97M-V/def2-TZVPD", "gap_ev": 9.61, "smiles": "CNCC(C)C", "elements": ["H", "N", "C", "H", "H", "H", "C", "C", "H", "H", "H", "H", "H", "C", "H", "H", "H", "C", "H"], "positions_angstrom": [[-1.04044, 2.01526, 0.22804], [1.42458, -0.35157, 0.43185], [-0.03242, -0.56155, 0.32459], [0.12300, 0.07211, -1.68982], [0.57809, 2.10839, -0.36775], [1.89724, -0.56238, -0.43170], [2.05290, -0.83658, 1.62384], [-0.56365, 0.24650, -0.85162], [-0.77709, 2.32525, -1.45844], [3.13344, -0.80767, 1.69288], [-1.95426, -1.27002, -1.46682], [-2.63609, -0.13401, -0.24072], [-0.30470, -1.63352, 0.25313], [-0.41153, 1.73407, -0.62312], [-2.45177, 0.16827, -2.01758], [1.80481, -0.20356, 2.49748], [1.62272, -1.82781, 1.92593], [-1.98953, -0.22677, -1.11025], [-0.47531, -0.25440, 1.28008]]}

***

iii | {"formula": "C5H13N", "method": "ωB97M-V/def2-TZVPD", "gap_ev": 9.52, "smiles": "CCNC(C)C", "elements": ["H", "C", "H", "C", "H", "N", "H", "C", "H", "H", "H", "H", "H", "C", "C", "H", "H", "H", "H"], "positions_angstrom": [[1.25275, 0.19869, -2.07263], [-2.33195, -1.33705, -0.13267], [-2.40542, -2.42555, -0.09462], [1.92448, 1.17216, 0.86338], [-1.26218, -1.40347, 1.65066], [-0.41191, 0.16305, 0.56842], [-1.05581, 0.85503, 0.09030], [0.95362, 0.28977, -0.00260], [-2.39909, -1.02822, -1.23013], [1.24808, 1.93520, -1.51352], [1.23791, 1.74072, 1.52780], [2.61245, 1.95488, 0.43127], [-0.17058, 0.96906, -1.76539], [0.78122, 0.88832, -1.40141], [-0.96224, -1.18964, 0.69593], [2.57162, 0.74027, 1.62456], [1.71065, -0.63252, -0.19676], [-3.05904, -0.84913, 0.48761], [-0.23456, -2.04157, 0.46981]]}

***

iv | {"formula": "C5H13N", "method": "ωB97M-V/def2-TZVPD", "gap_ev": [6.49, 9.00], "elements": ["H", "H", "H", "H", "H", "H", "H", "C", "H", "C", "H", "H", "N", "H", "C", "C", "C", "H", "H"], "positions_angstrom": [[-0.06979, -0.80031, -0.68803], [1.57158, -0.60199, -1.39524], [-1.90563, 1.17943, 0.58498], [0.07722, 1.65475, 0.26496], [2.52693, -0.66412, 0.94607], [-2.03812, 0.55004, -1.08080], [1.75033, 2.90358, -0.72070], [0.70055, 1.09152, -0.42257], [-2.21449, -1.78831, -0.15279], [0.95081, -0.35142, -0.52056], [-3.43693, -0.85364, 0.69841], [2.47300, 1.55354, -1.38634], [1.64196, 1.92882, -0.95424], [0.86989, -0.83243, 1.58627], [1.51912, -1.03003, 0.73400], [-2.35438, -0.93541, 0.51739], [-1.73794, 0.31617, -0.05827], [1.56215, -2.11010, 0.58079], [-1.88626, -1.21006, 1.46667]]}

***

ii is the most stable structure; the next one sits 1.663 eV above it.